The following is a quantum chemistry calculation of C2HClN2O2 as an isolated structure at a distorted geometry, from the Open Molecules 2025 dataset.

spin multiplicity: 1
HOMO level: -9.73 eV
charge: 0
energy above the lowest of the compared OMol25 structures with the same formula, charge and spin: 44.04 kcal/mol

Last column: natural (NBO) charge in e.
Positions of all 8 atoms, in Å:
C: -1.203647 -0.064625 -0.045495  0.399
C: 0.933654 -0.611080 -0.026398  0.838
H: 1.445370 1.501777 0.620404  0.411
N: -0.651303 1.120380 -0.131810  -0.265
N: 0.652946 0.785263 -0.184304  -0.465
O: 2.011868 -1.082639 0.005900  -0.539
O: -0.337953 -1.111220 -0.220873  -0.466
Cl: -2.850933 -0.537857 -0.017424  0.087

Force components x, y, z for each atom (eV/Å):
0.0 1.0 -1.5
-1.1 3.5 -1.6
-3.3 -2.8 -3.6
-2.1 -2.6 1.3
5.8 2.8 3.6
0.1 -1.4 0.4
-0.1 -1.2 1.2
0.7 0.6 0.0

=====

The following is a quantum chemistry calculation of a 2-piece molecular cluster, C2HClN2OS overall at a distorted geometry, from the Open Molecules 2025 dataset.

SMILES: N#[N+][S-].O=C=CCl
spin multiplicity: 1
HOMO level: -9.17 eV
charge: 0
energy above the lowest of the compared OMol25 structures with the same formula, charge and spin: 39.46 kcal/mol

Last column: natural (NBO) charge in e.
Positions of all 8 atoms, in Å:
N: -2.178106 1.466156 3.304510  0.041
N: -2.779867 1.577045 2.364459  -0.141
S: -3.625574 1.542822 1.098250  0.103
O: 0.073589 -0.872526 -0.973616  -0.419
C: -0.273521 0.253046 -0.969847  0.707
C: -0.817669 1.463736 -0.834865  -0.544
Cl: 0.261804 2.836059 -0.834441  0.000
H: -1.731523 1.817328 -0.983734  0.252

Force components x, y, z for each atom (eV/Å):
-0.3 0.5 -0.6
1.8 -0.8 2.9
-1.7 0.3 -2.2
-0.2 2.2 -0.1
-1.1 -1.3 0.4
4.9 -1.3 0.0
0.5 0.1 0.2
-4.0 0.2 -0.5

=====

The following is a quantum chemistry calculation of a 3-piece molecular cluster, C2HClNO2 overall at a distorted geometry, from the Open Molecules 2025 dataset.

spin multiplicity: 1
HOMO level: -4.84 eV
charge: -1
energy above the lowest of the compared OMol25 structures with the same formula, charge and spin: 16.23 kcal/mol

Last column: natural (NBO) charge in e.
Positions of all 7 atoms, in Å:
C: -1.494163 -1.306713 0.199385  0.213
C: 1.518821 -1.439946 -0.053009  1.033
N: -0.841833 -0.390576 -0.054421  -0.723
O: 1.204532 -1.591040 1.034432  -0.554
O: 1.920038 -1.664679 -1.076426  -0.544
Cl: 1.885568 1.188007 -0.020100  -0.880
H: -0.061640 0.119366 -0.418213  0.456

Force components x, y, z for each atom (eV/Å):
-1.0 -0.6 0.3
0.4 -0.6 2.9
-0.7 0.0 -0.6
-0.7 0.1 2.9
1.4 -0.4 -5.4
-0.2 0.2 -0.2
0.8 1.3 0.1

=====

The following is a quantum chemistry calculation of a 2-piece molecular cluster, C2HClO overall at a distorted geometry, from the Open Molecules 2025 dataset.

spin multiplicity: 1
HOMO level: -9.07 eV
charge: 0
energy above the lowest of the compared OMol25 structures with the same formula, charge and spin: 63.58 kcal/mol

Last column: natural (NBO) charge in e.
Positions of all 5 atoms, in Å:
C: -0.807626 1.196352 -0.176563  -0.206
C: 0.847694 -1.102160 1.036268  0.497
O: 1.597541 -0.990416 0.198847  -0.497
Cl: -0.522550 0.476830 -1.622224  0.096
H: -1.115058 0.419395 0.563672  0.110

Force components x, y, z for each atom (eV/Å):
-0.3 0.8 1.1
0.6 0.0 -0.4
-0.4 -0.1 0.6
0.0 -0.6 -0.7
0.1 -0.1 -0.6

=====

The following is a quantum chemistry calculation of C2HErFO2 as an isolated structure at a distorted geometry, from the Open Molecules 2025 dataset.

spin multiplicity: 5
<S²>: 6.013
HOMO level (alpha / beta): -7.50 / -8.47 eV
charge: 0

Last column: Löwdin spin population.
Positions of all 7 atoms, in Å:
C: -1.051161 0.351238 0.789504  0.255
C: -0.860438 -0.807690 0.442880  0.282
O: -0.743568 1.639529 0.822030  0.239
H: 0.120799 1.849682 0.264253  -0.001
Er: 1.445617 -2.876714 -1.555864  2.920
O: -0.246560 -1.765878 -0.161529  0.303
F: 1.335310 1.609833 -0.601274  0.001

Force components x, y, z for each atom (eV/Å):
1.3 4.7 0.0
3.2 -2.8 -2.7
-2.3 -2.8 1.1
1.8 -1.0 -1.4
-0.9 1.0 0.9
-1.7 0.9 1.3
-1.4 0.1 0.9

=====

The following is a quantum chemistry calculation of a 3-piece molecular cluster, C2HF3I2 overall at a distorted geometry, from the Open Molecules 2025 dataset.

spin multiplicity: 1
HOMO level (alpha / beta): -10.04 / -9.97 eV
charge: 0
energy above the lowest of the compared OMol25 structures with the same formula, charge and spin: 53.04 kcal/mol

Last column: natural (NBO) charge in e.
Positions of all 8 atoms, in Å:
C: 0.190052 -0.220370 -0.588592  0.061
C: -0.238079 0.334198 0.530671  0.667
F: 0.091798 0.229129 -1.871698  -0.305
F: -0.510729 1.563858 0.814819  -0.275
F: 0.072995 -0.294309 1.645072  -0.300
I: 3.026806 0.782395 1.150442  -0.024
I: -3.233648 -1.209326 -1.198910  -0.021
H: 0.600804 -1.185575 -0.481805  0.197

Force components x, y, z for each atom (eV/Å):
-0.5 0.2 -1.8
1.7 0.5 0.4
-0.1 0.1 1.5
-1.1 0.8 -0.5
-0.6 -0.7 0.6
0.2 0.0 -0.1
0.1 0.0 0.1
0.3 -1.0 -0.2

=====

The following is a quantum chemistry calculation of a 2-piece molecular cluster, C2HF3N2O overall at a distorted geometry, from the Open Molecules 2025 dataset.

spin multiplicity: 1
HOMO level (alpha / beta): -9.87 / -9.87 eV
charge: 0
energy above the lowest of the compared OMol25 structures with the same formula, charge and spin: 91.34 kcal/mol

Last column: natural (NBO) charge in e.
Positions of all 9 atoms, in Å:
C: -0.905573 1.061009 -1.260940  0.542
C: 0.218108 -0.145376 1.725092  0.730
N: -0.341559 0.110789 -1.736256  -0.206
N: -0.091724 -1.072482 -1.829234  0.169
O: -0.008055 0.984332 1.630259  -0.497
F: -0.875980 2.296510 -1.559405  -0.251
F: 1.232608 -0.584357 2.575442  -0.382
F: 0.904182 -1.523789 -0.952829  -0.253
H: -0.132008 -1.126635 1.407872  0.146

Force components x, y, z for each atom (eV/Å):
-2.4 1.2 2.0
1.8 -2.0 1.9
2.0 -1.4 -0.1
-0.8 -1.5 -1.8
-0.7 1.1 -0.7
0.7 0.8 -0.7
-0.1 0.5 -0.2
0.4 0.9 0.5
-0.9 0.5 -0.9

=====

The following is a quantum chemistry calculation of a 2-piece molecular cluster, C2HF3O3S overall at a distorted geometry, from the Open Molecules 2025 dataset.

spin multiplicity: 1
HOMO level (alpha / beta): -11.80 / -9.02 eV
charge: 0
energy above the lowest of the compared OMol25 structures with the same formula, charge and spin: 33.86 kcal/mol

Last column: natural (NBO) charge in e.
Positions of all 10 atoms, in Å:
C: 1.046921 -0.609445 0.178653  0.692
C: 0.731114 -1.378088 -1.260129  0.575
O: -2.958755 2.201244 0.952120  -0.790
O: 0.070799 0.042304 0.546535  -0.450
O: 2.145666 -0.859863 0.593807  -0.463
F: -1.101531 3.256468 2.169935  -0.513
F: 1.715414 -1.119993 -2.130267  -0.286
F: -0.415196 -0.933975 -1.793503  -0.293
S: -1.900474 1.859546 1.818239  1.349
H: 0.666041 -2.458199 -1.075390  0.180

Force components x, y, z for each atom (eV/Å):
0.0 1.1 1.7
-0.6 -0.2 -1.6
-2.0 0.5 -1.7
-0.3 -0.5 -1.0
0.5 -0.6 -0.6
-0.4 -0.8 -0.1
-0.2 0.1 0.6
0.4 -0.2 0.3
2.4 0.3 1.9
0.1 0.3 0.4

=====

The following is a quantum chemistry calculation of a 2-piece molecular cluster, C2HF5N2S overall at a distorted geometry, from the Open Molecules 2025 dataset.

SMILES: FSN=C(F)F.N=C(F)F
spin multiplicity: 1
HOMO level: -9.83 eV
charge: 0
energy above the lowest of the compared OMol25 structures with the same formula, charge and spin: 38.77 kcal/mol

Last column: natural (NBO) charge in e.
Positions of all 11 atoms, in Å:
F: -1.375657 -2.819767 0.361071  -0.466
S: -0.626280 -1.838841 -0.638210  0.996
N: 0.373708 -1.210148 0.487139  -0.652
C: 1.134994 -0.256769 0.205693  0.825
F: 2.074191 0.241013 1.070231  -0.294
F: 1.677461 -0.141294 -1.055061  -0.322
N: -1.208358 0.682125 -0.749278  -0.698
C: -0.339447 1.301744 -0.074876  0.847
F: 0.492922 2.124954 -0.753865  -0.307
F: -0.304706 1.606257 1.216891  -0.297
H: -1.898828 0.310721 -0.069732  0.369

Force components x, y, z for each atom (eV/Å):
-0.5 -0.4 0.1
1.3 -0.1 0.9
-0.6 -0.3 -0.1
3.9 -1.0 -0.8
-1.8 -0.6 -1.0
-0.8 0.3 1.1
-0.8 0.7 1.6
-0.6 1.9 -1.8
-0.2 -0.6 1.0
-0.2 0.0 -0.2
0.3 0.1 -0.7

=====

The following is a quantum chemistry calculation of C2HF6MgNO3S2 as an isolated structure at a distorted geometry, from the Open Molecules 2025 dataset.

spin multiplicity: 1
HOMO level: -8.77 eV
charge: 0
energy above the lowest of the compared OMol25 structures with the same formula, charge and spin: 8.46 kcal/mol

Last column: natural (NBO) charge in e.
Positions of all 16 atoms, in Å:
N: 0.585469 1.475243 -0.696249  -1.040
S: 1.368333 0.832206 -2.065248  0.340
C: 0.037939 0.820172 -3.302771  0.809
F: 0.552648 0.348150 -4.442689  -0.324
F: -0.467517 2.032303 -3.549472  -0.321
F: -0.995065 0.041261 -2.962491  -0.329
S: -0.024092 0.315668 0.243499  1.267
O: 0.800286 0.192306 1.569538  -1.210
O: 0.334163 -3.223051 2.396677  -0.728
C: -1.459723 1.293535 0.913016  0.792
F: -2.297317 1.553657 -0.079205  -0.302
F: -2.086489 0.565686 1.827974  -0.322
F: -1.067544 2.428664 1.463723  -0.299
Mg: 1.083659 -1.452905 2.527486  1.840
O: 1.519556 -3.305659 3.303986  -0.659
H: 2.115693 -3.917235 2.852225  0.487

Force components x, y, z for each atom (eV/Å):
-0.5 -0.8 0.6
0.0 -0.1 0.1
0.1 0.2 0.3
0.1 -0.1 -0.2
0.0 0.1 0.0
-0.2 -0.2 0.1
0.3 0.7 -1.1
0.2 -0.6 0.6
0.2 0.6 0.0
0.5 0.2 -0.4
-0.1 -0.1 -0.1
-0.2 -0.3 0.4
0.1 0.2 0.1
-0.7 -0.4 -0.6
0.4 0.5 0.1
-0.1 -0.1 0.0

=====

The following is a quantum chemistry calculation of a 2-piece molecular cluster, C2HF6N overall at a distorted geometry, from the Open Molecules 2025 dataset.

SMILES: FC(F)(F)F.N=C(F)F
spin multiplicity: 1
HOMO level: -11.83 eV
charge: 0
energy above the lowest of the compared OMol25 structures with the same formula, charge and spin: 12.22 kcal/mol

Last column: natural (NBO) charge in e.
Positions of all 10 atoms, in Å:
F: -0.694883 2.905328 -0.289271  -0.319
C: -1.748160 3.015547 0.564975  1.223
F: -1.413948 3.866502 1.520122  -0.305
F: -2.795340 3.442368 -0.125216  -0.307
F: -1.993492 1.863582 1.067426  -0.292
N: 1.195275 0.815062 -0.840825  -0.692
C: 1.872920 0.212961 -0.006522  0.952
F: 2.065963 0.575393 1.264995  -0.287
F: 2.309041 -1.114472 -0.182749  -0.346
H: 0.862663 0.282420 -1.536975  0.373

Force components x, y, z for each atom (eV/Å):
-1.0 0.3 0.7
1.6 1.1 -1.7
-0.3 0.2 -0.1
0.0 0.2 0.3
-0.5 -1.6 0.8
1.6 2.6 4.0
-0.8 -2.4 0.4
0.5 -0.3 -1.7
-0.4 2.3 0.8
-0.9 -2.3 -3.5

=====

The following is a quantum chemistry calculation of C2HFI2O as an isolated structure at a distorted geometry, from the Open Molecules 2025 dataset.

spin multiplicity: 1
HOMO level: -10.02 eV
charge: 0
energy above the lowest of the compared OMol25 structures with the same formula, charge and spin: 5.33 kcal/mol

Last column: natural (NBO) charge in e.
Positions of all 7 atoms, in Å:
C: -0.932544 -0.042601 0.080756  0.313
C: 0.557056 0.103136 0.043902  -0.091
O: -1.507475 -0.524774 1.013300  -0.474
F: 0.928838 0.300402 1.425688  -0.370
I: 1.052837 -1.742191 -0.778704  0.250
I: 1.454285 1.761120 -0.874885  0.227
H: -1.553000 0.144905 -0.910060  0.146

Force components x, y, z for each atom (eV/Å):
-2.7 -0.2 -1.8
0.5 1.2 2.8
0.3 0.5 0.1
-0.1 -1.0 -1.8
0.7 -0.8 -0.2
-0.2 0.2 -0.5
1.5 0.1 1.4